Entry 1:
ORCA calculation (ωB97M-V/def2-TZVPD) on a 2-piece molecular cluster, C10H15B3F2NO9 overall at a distorted geometry.

The geometry in XYZ format:
```
40
Properties=species:S:1:pos:R:3:forces:R:3
H 0.209025 -0.299335 -2.009857 -1.484 -0.395 -1.675
O -1.125689 3.314564 -2.156473 -1.937 -3.506 -7.587
C 0.034063 -0.101639 -4.311521 -0.227 0.854 1.025
C 0.465591 1.506971 -4.160952 1.119 -0.988 0.703
H -1.553850 0.077047 -2.602310 2.045 -1.165 -0.586
O -1.211735 -1.219234 3.395948 3.489 -0.872 -5.152
O -0.418700 -2.607640 -0.043911 -3.281 3.370 -0.880
C 2.980086 0.520045 5.867516 -0.930 0.717 -0.948
H 0.759990 1.649912 -3.017055 -0.684 0.014 -2.579
H -3.693356 2.476293 -2.317851 1.541 -0.001 -2.310
O 3.484276 -0.813349 8.959591 0.117 0.772 -2.496
C 3.984747 -0.557020 5.638852 0.279 -0.157 -0.756
O 1.147165 -1.347888 2.932157 -6.303 -0.200 -3.424
B -0.742342 -1.497835 0.889383 0.330 -0.258 -0.377
C -0.945450 -2.165174 -2.748458 -1.081 0.276 0.017
H -3.697581 3.346201 -4.010510 1.028 -1.785 1.132
N -0.659354 2.458249 -4.509521 -1.907 -0.755 2.598
H 0.987068 -0.754003 -4.592806 -2.198 1.354 0.543
B -2.938984 -1.032880 -0.055476 0.402 0.551 0.427
O -2.838260 -2.373452 -0.727219 1.943 4.172 0.486
F 4.983469 -0.122764 4.837829 0.346 -0.050 -0.217
H -1.915798 -2.398525 -3.400350 2.175 0.549 1.136
H -3.436434 1.449437 -3.937005 0.603 2.077 1.050
H -1.234169 2.066959 -5.292352 0.618 0.455 1.127
C -1.553567 2.770741 -3.328083 0.862 1.956 4.894
O 2.516508 0.234975 7.172039 0.863 -0.774 0.915
H -0.069534 -2.857426 -3.100574 -1.555 1.475 0.753
H 3.563822 -1.486100 5.239915 0.111 0.163 -0.116
H -0.837710 -0.193043 -5.090147 1.865 -0.004 1.169
B -1.399675 -2.399541 -1.167213 0.520 -0.791 1.630
O -1.644909 -0.407044 0.390807 -2.570 -3.802 -0.519
O 4.515650 -0.790583 6.923558 -0.753 -0.009 0.584
F -4.209212 -0.285069 0.150402 4.063 -2.659 -0.905
H 1.418982 1.748921 -4.800631 -1.966 -0.417 1.091
H 3.421823 1.522023 5.850242 0.226 -0.195 -0.030
H 2.161055 0.485246 5.144073 -0.002 -0.174 0.185
C 3.506231 -0.482981 7.785605 -0.449 -0.405 2.686
C -0.243427 -1.368279 2.451083 2.461 0.933 6.840
C -3.196082 2.471227 -3.396170 0.211 0.369 -0.503
C -0.573735 -0.538005 -2.852553 0.111 -0.698 0.070
```
Forces are in eV/Å.

Computed properties:
LUMO energy   2.2 eV
Net charge   -1
Highest occupied orbital energy   -4.653 eV
Kohn-Sham gap   0.25167 Ha
Electronic energy   -1396.447386 Ha

Entry 2:
ORCA calculation (ωB97M-V/def2-TZVPD) on a 2-piece molecular cluster, C10H15BF9N6O6P overall at a distorted geometry.

The geometry in XYZ format:
```
48
Properties=species:S:1:pos:R:3:forces:R:3
H 0.456275 0.331129 -2.575112 0.170 0.038 0.154
H -0.557162 -0.831332 -3.410809 0.088 -0.084 -0.105
H -0.305694 2.396289 -1.386905 0.097 0.044 -0.055
O -4.928627 -4.905301 -3.635956 -0.065 0.172 -0.084
O -4.445976 -2.773077 -3.008961 0.026 0.031 0.011
N -0.412150 2.238070 -0.400696 -0.091 -0.163 -0.226
C 3.611313 -0.381400 3.067774 0.285 0.006 0.046
H -3.760246 -2.110688 0.515257 0.094 -0.815 -0.425
F 1.077283 -2.768154 0.389309 0.150 -0.075 0.019
O -1.501062 -1.422195 1.633014 0.025 0.282 0.058
F 2.990779 0.110887 0.123770 0.143 -0.061 0.015
C -0.280378 -0.463944 -2.420585 -0.343 0.205 -0.209
H -3.871171 -2.556243 -2.265977 0.045 0.294 0.033
H 2.873385 -0.635734 3.824555 -0.119 0.034 0.030
N -1.501994 0.140984 -0.325557 -0.029 0.136 -0.019
C -1.563289 0.086936 -1.788400 0.020 -0.197 -0.136
F 1.386782 -0.532580 1.458563 0.027 0.098 -0.096
H -3.737403 -0.987336 -0.660145 -0.153 -0.441 -0.479
H 1.975224 5.620752 1.697526 0.143 -0.039 0.121
O 0.225305 -1.491539 -1.617053 0.221 0.372 0.332
H -2.382050 -0.567091 -2.062078 -0.028 -0.081 0.009
P 0.824842 4.721790 0.123135 -0.469 0.128 -0.716
C 1.627423 -1.539777 -1.549644 -0.025 -0.638 -0.449
N -0.867637 1.396617 1.595244 -0.163 0.018 0.024
O 1.777386 4.718048 1.413917 0.173 0.034 0.247
N -0.330601 5.846133 0.616715 -0.187 -0.687 0.029
F -0.020894 3.118935 2.788137 0.309 0.806 1.568
F 3.094814 -2.545579 2.407768 0.111 -0.013 -0.018
C 2.500165 -0.952106 0.806950 -0.146 -0.036 0.149
C 3.521858 -1.371288 1.882017 -0.097 -0.216 0.083
C 2.074777 -2.079500 -0.187001 -0.380 0.070 0.073
F 4.846674 -0.473482 3.606480 -0.188 0.031 -0.045
F 3.119027 -2.922925 -0.365086 0.145 0.192 -0.043
H -0.700033 5.671393 1.548907 0.082 0.217 0.088
H -1.859734 -1.029810 2.431736 0.096 -0.080 0.113
F 3.422224 0.895775 2.653910 0.078 0.001 0.019
H -1.118210 5.831148 -0.025187 0.057 0.474 -0.125
N -3.162090 -1.664126 -0.170291 -0.399 1.398 1.284
H -1.796624 1.061127 -2.220333 -0.057 0.134 0.031
N 0.029896 3.147421 0.534587 0.356 0.071 0.368
C -4.305060 -4.205643 -2.851491 0.294 -0.324 0.307
H 2.084426 -0.573297 -1.742394 -0.008 0.145 0.021
C -0.960398 1.187640 0.257979 0.276 -0.208 -0.134
H 2.015356 -2.236265 -2.295951 0.047 -0.108 -0.015
C -0.281185 2.548241 1.690636 -0.369 -0.786 -1.153
B -2.080752 -1.018618 0.466496 -0.001 -0.473 -0.465
O -3.532114 -4.471180 -1.896121 -0.199 -0.061 -0.199
F 4.727323 -1.559107 1.327347 -0.046 0.156 -0.037
```
Forces are in eV/Å.

Computed properties:
LUMO energy   -1.1 eV
Net charge   0
Highest occupied orbital energy   -6.177 eV
Kohn-Sham gap   0.18664 Ha
Electronic energy   -2435.113802 Ha

Entry 3:
ORCA calculation (ωB97M-V/def2-TZVPD) on C10H15CaCl3N5O12 as an isolated structure at a distorted geometry.

The geometry in XYZ format:
```
46
Properties=species:S:1:pos:R:3:forces:R:3
Cl -0.898791 3.814119 -0.974401 -0.330 -1.070 -2.130
N -2.724289 -0.773118 -0.314504 0.532 0.215 -0.110
Ca -0.329863 0.122861 -0.077987 0.619 0.334 0.014
Cl 0.952670 -2.528921 2.398371 -0.249 -1.654 1.178
O -0.202123 4.109658 -2.220938 -0.210 -0.133 0.573
N 0.266331 -2.092960 -1.314219 -0.232 0.066 0.211
H 2.488571 -3.292444 -2.992947 0.549 0.311 0.230
O 3.240583 -0.807327 -2.693908 0.051 0.265 0.104
C -2.223835 0.744304 4.421246 0.012 -0.640 -0.037
N -1.860098 1.006370 1.871197 0.060 -0.108 -0.123
O 0.655760 -2.575758 3.812435 0.004 0.142 -0.095
H 3.962920 0.246993 2.304250 0.233 -0.148 0.472
O -0.084079 -1.774516 1.749572 -0.959 1.313 -0.946
H -4.870395 -3.022327 -0.726250 0.033 0.220 -0.318
H -2.274659 2.376644 -4.575345 -0.013 -0.414 -0.600
O 2.219584 -1.918202 2.193468 0.773 0.452 -0.362
H 3.613890 1.236734 3.850236 -0.040 -0.394 0.093
O 2.258557 0.425509 -0.963793 -0.872 0.108 0.763
H -2.207746 -0.334782 4.596601 -0.116 0.064 0.138
C 1.135636 -2.785807 -1.585072 0.352 -0.259 0.314
H 3.155506 -3.219637 -1.305168 0.100 0.105 -0.135
O 4.597438 0.026966 -0.940565 -0.596 -0.084 0.060
C 3.526696 1.124089 2.778120 -0.697 0.893 -1.438
H -1.419143 1.168381 5.015662 -0.105 0.272 -0.057
H -0.648928 1.905525 -5.373535 -0.404 -0.374 -0.185
C -4.961817 -2.077445 -0.188010 -0.123 -0.138 -0.634
H -5.676684 -1.416727 -0.681054 -0.364 -0.378 0.126
H 2.240235 -4.622195 -1.952773 -0.422 0.033 0.602
O 3.679444 1.524276 -2.492798 -0.336 -0.272 0.017
O -0.232882 2.702316 -0.314576 0.332 -0.042 0.459
C -3.707236 -1.346436 -0.262512 -0.200 -0.571 0.649
H 3.943385 2.010708 2.285558 0.442 -0.159 0.243
C 2.144438 1.168168 2.285640 0.113 -0.318 0.473
C -1.055709 1.149091 -3.421759 0.458 0.647 -0.688
Cl 3.441279 0.299633 -1.774431 1.266 -0.117 -0.715
N 1.095934 1.189987 1.827163 -0.042 -0.169 -0.105
O -2.241810 3.336668 -1.302573 0.341 0.727 0.355
H -3.206465 1.145405 4.660468 0.119 0.078 0.271
H -5.299359 -2.382736 0.798823 0.261 0.583 0.262
C -1.216352 2.134808 -4.478433 -0.121 0.978 0.728
O -0.897469 4.985451 -0.168024 -0.270 0.040 0.649
N -0.822232 0.422654 -2.574802 -0.132 -0.361 0.706
C -2.001181 0.912645 3.002356 0.082 0.170 -0.278
C 2.334347 -3.537583 -1.938172 -0.358 -0.098 -0.940
H -0.816908 3.086496 -4.104829 0.221 -0.290 0.279
O 0.926850 -3.867540 1.862209 0.239 0.176 -0.074
```
Forces are in eV/Å.

Computed properties:
LUMO energy   2.0 eV
Net charge   -1
Highest occupied orbital energy   -6.582 eV
Kohn-Sham gap   0.31548 Ha
Electronic energy   -3624.349607 Ha
Relative energy (zero: lowest compared OMol25 entry of this formula, charge and spin)   0.0 kcal per mole

Entry 4:
ORCA calculation (ωB97M-V/def2-TZVPD) on C10H15CaF12N3O11S4 as an isolated structure at a distorted geometry.

The geometry in XYZ format:
```
56
Properties=species:S:1:pos:R:3:forces:R:3
Ca -3.730110 -20.300165 9.429807 3.428 1.088 -1.815
O -0.069500 -22.152241 10.017327 0.510 -0.234 -0.186
N -2.460664 -22.344613 9.295346 0.467 -2.456 -1.620
F -2.126362 -21.236717 11.810037 0.417 -0.131 0.155
F -4.785765 -15.842655 8.925895 -0.348 0.164 0.029
H -3.304612 -19.277885 6.933398 -0.136 0.348 -0.331
H -5.264529 -19.620713 6.625521 0.295 -0.082 0.348
N -4.885976 -18.485675 10.277703 -0.137 2.022 2.700
H -7.128992 -23.976059 10.103247 0.286 -0.403 0.345
O -5.549165 -20.984391 8.177298 0.006 -0.326 -0.005
H -5.110319 -21.736366 11.951394 0.492 -0.370 -0.250
O -6.713480 -16.821807 11.159534 0.600 0.170 0.109
O -2.708536 -18.413129 11.551858 -0.211 -1.272 0.115
F -3.221313 -25.488028 7.262572 -0.152 0.012 -0.033
H -2.234149 -17.986065 5.302810 -0.232 0.149 0.145
F -4.864190 -24.085668 7.369811 -0.031 -0.016 0.273
S -2.451533 -23.004934 7.745374 -0.834 3.036 1.145
H -7.295660 -20.993928 9.124767 -0.316 -0.452 0.176
F -3.867109 -24.768989 9.182278 -0.378 -0.111 0.225
O -1.230321 -23.523389 7.265207 0.668 -1.128 0.210
O -0.540672 -17.454925 6.411020 -0.160 0.431 -0.012
F -5.767191 -17.191662 7.562971 -0.192 0.025 0.008
O -4.138515 -16.480479 11.749769 -0.423 -0.174 0.364
C -6.041448 -20.227401 7.078815 -1.134 -0.725 -0.805
C -5.909192 -16.510135 8.698908 0.852 -0.362 -0.122
H -5.879093 -20.595073 11.219691 0.178 0.112 -0.293
H -7.697968 -22.914215 11.281835 0.380 0.418 0.524
F -0.792903 -22.692848 12.706533 0.042 -0.411 0.251
C -6.755229 -23.303877 10.891186 -0.649 -0.088 -1.677
C -3.690736 -24.419760 7.919465 0.873 -0.118 -0.678
O -1.127685 -24.397303 10.045302 -0.117 -0.187 -0.044
F -2.887893 -23.171937 12.244418 0.385 -0.680 0.202
S -1.234096 -22.965463 10.099681 0.618 0.538 1.503
C -4.850204 -18.640524 13.139533 -0.960 0.068 -1.654
H -2.891803 -17.623543 7.647725 -0.315 0.142 -0.646
H -6.972848 -22.565916 8.310848 0.268 0.081 -0.286
H -5.046894 -22.904375 9.739655 -0.101 -0.112 0.069
H -1.100782 -19.249758 5.692611 -0.439 -0.494 0.497
F -6.159274 -18.863711 12.874589 0.213 -0.154 0.335
H -6.901391 -19.611698 7.356685 0.225 0.094 0.337
H -6.415987 -20.931183 6.319039 0.212 0.039 0.000
O -7.257273 -18.571279 9.623553 -0.097 -0.716 -0.779
F -6.928897 -15.664164 8.564845 -0.086 0.124 0.024
O -3.065382 -21.977442 6.971797 -1.008 -0.412 -0.360
C -5.877338 -22.307366 10.130544 0.890 -1.120 0.412
C -1.531043 -18.314131 6.151752 0.873 0.283 -0.877
S -4.033332 -17.896760 11.597906 0.920 1.317 -1.079
N -5.197476 -21.335652 11.020828 -1.851 0.455 0.457
F -4.307672 -19.830861 13.391715 0.187 0.302 0.664
S -6.250910 -17.666576 10.098450 -1.577 0.104 -0.184
C -6.528535 -21.745282 8.881340 -0.340 1.740 0.691
C -2.481059 -18.599493 7.317816 0.223 -0.505 1.536
F -4.795652 -17.802400 14.157593 0.475 -0.422 0.214
O -1.947986 -19.178064 8.477915 -1.212 -0.959 0.402
C -1.763834 -22.547736 11.832698 -1.357 1.355 -0.957
H -6.155474 -23.864943 11.600625 -0.192 0.006 0.225
```
Forces are in eV/Å.

Computed properties:
LUMO energy   3.7 eV
Net charge   -2
Highest occupied orbital energy   0.782 eV
Kohn-Sham gap   0.10787 Ha
Electronic energy   -4850.717667 Ha
Relative energy (zero: lowest compared OMol25 entry of this formula, charge and spin)   0.0 kcal per mole